Record 1
71
Properties=species:S:1:pos:R:3:forces:R:3 method="wB97M-V/def2-TZVPD" orbital_gap_ev=5.721 total_charge=-1
C 1.803270 -4.770629 1.830153 -0.6 -0.2 0.2
C 0.552463 -4.253649 2.035184 0.5 1.9 -0.3
Al -0.508741 -4.070736 0.336357 1.2 1.0 0.5
P -0.426176 -6.257491 -0.614783 0.4 0.1 0.4
O 0.987812 -6.769889 -0.744212 0.1 0.0 -0.1
B 0.439594 -2.590532 -0.862476 -0.4 -0.3 -0.1
C 0.293723 -1.047359 -0.509771 0.1 0.0 -0.3
O 1.207113 -2.974857 -1.936054 0.0 0.5 -0.2
P -2.808846 -3.597003 0.728655 0.5 -1.4 -0.1
O -3.604902 -4.815956 0.399800 -0.4 0.0 -0.2
O -3.180838 -3.118088 2.251470 -0.1 0.8 -0.6
O -3.313001 -2.423447 -0.310933 -0.2 0.3 0.5
H 2.067928 -5.806541 2.060639 0.7 0.5 1.5
H 2.564064 -4.171727 1.328683 -0.4 -0.8 -1.6
H 0.162559 -4.032797 3.031467 -0.8 -2.2 0.2
H -1.196386 -7.198727 0.120670 -0.4 0.0 -0.3
H -1.092282 -6.202004 -1.871759 -0.2 -0.3 0.1
H -0.336193 -0.568688 -1.269442 -0.1 0.0 0.0
H 1.250431 -0.510818 -0.532526 0.1 0.0 0.1
H -0.181822 -0.897103 0.457300 0.0 0.1 0.1
H 1.525019 -2.199029 -2.420257 0.2 0.0 -0.1
H -4.088591 -2.786446 2.225943 -0.2 -0.1 0.3
H -3.945566 -2.871491 -0.888142 -0.1 0.0 0.0
C 2.422635 4.447477 -2.716216 0.0 0.0 -0.1
O 3.101153 4.124028 -3.914673 0.0 0.0 0.2
C 4.473815 3.795888 -3.741422 0.1 0.1 -0.3
C 4.725383 2.326039 -4.002843 -0.2 -0.1 0.1
N 4.144873 1.498126 -2.955945 0.0 0.0 -0.2
C 4.121244 0.067339 -3.250951 -0.1 0.1 0.2
C 3.303297 -0.411784 -4.446494 0.1 -0.3 0.0
O 1.904207 -0.264380 -4.294634 0.1 0.1 0.0
C 1.389804 1.013877 -4.612565 -0.2 -0.1 0.1
H 1.445899 4.842452 -2.990426 0.0 0.0 0.0
H 2.271496 3.568231 -2.081576 0.0 0.1 0.1
H 2.962643 5.211652 -2.148971 0.0 0.0 0.0
H 4.830529 4.085108 -2.748564 -0.1 -0.1 0.1
H 5.033175 4.378088 -4.480138 0.0 0.0 0.0
H 5.805368 2.150979 -4.037337 0.0 0.0 0.0
H 4.310763 2.093495 -4.993506 0.1 0.1 -0.1
H 3.196039 1.804213 -2.786406 0.0 0.0 0.0
H 3.725088 -0.430801 -2.362713 0.0 -0.1 0.0
H 5.152479 -0.279648 -3.372004 0.0 0.0 -0.1
H 3.475646 -1.487253 -4.539059 0.0 0.0 0.0
H 3.634576 0.033645 -5.393125 0.0 0.1 0.0
H 1.956172 1.494631 -5.414684 0.1 0.0 0.0
H 1.362226 1.665092 -3.734304 0.1 0.1 -0.1
H 0.360306 0.879322 -4.944979 0.0 0.0 0.0
C -2.630351 3.682275 5.440266 0.1 0.0 -0.1
O -1.761569 2.601961 5.180146 -0.2 0.1 0.1
C -2.233489 1.343144 5.653529 0.3 -0.2 0.0
C -2.611690 0.425854 4.511350 -0.1 0.2 -0.1
N -3.814624 0.893939 3.832422 0.1 -0.1 0.0
C -4.096916 0.204005 2.573643 -0.2 0.3 0.0
C -3.085294 0.319379 1.439006 -0.1 -0.1 -0.1
O -2.999899 1.628945 0.887775 0.1 0.0 0.1
C -2.155053 2.523812 1.578361 -0.1 0.1 -0.2
H -2.095711 4.598961 5.194082 0.0 0.0 0.0
H -3.535711 3.636632 4.824639 -0.1 0.0 0.1
H -2.916410 3.717437 6.496553 -0.1 0.0 0.0
H -3.068366 1.470426 6.349587 -0.1 0.1 -0.1
H -1.407057 0.884027 6.203175 0.0 0.0 0.0
H -2.793597 -0.577058 4.907239 0.0 0.0 0.0
H -1.750830 0.370442 3.833083 0.1 -0.1 0.1
H -3.719358 1.882198 3.642369 0.0 0.0 0.0
H -5.047586 0.598438 2.203963 0.0 0.0 0.0
H -4.257777 -0.851021 2.795946 0.1 0.0 0.0
H -3.426321 -0.316719 0.624388 0.0 0.0 0.0
H -2.092325 -0.052959 1.713625 0.0 0.1 0.1
H -1.302765 2.012517 2.033607 0.0 0.0 0.1
H -2.700167 3.085251 2.344855 0.1 0.0 0.1
H -1.776582 3.247303 0.853959 0.0 0.0 0.0

---

Record 2
63
Properties=species:S:1:pos:R:3:forces:R:3 method="wB97M-V/def2-TZVPD" orbital_gap_ev=5.556 e_above_lowest_kcal_mol=100.4 total_charge=0
C 0.294431 0.779311 2.960030 -0.7 0.2 0.0
N -0.804925 0.583606 3.791531 -0.8 -1.0 1.0
O -1.753532 1.411876 3.847355 0.9 -0.5 -0.2
O -0.809893 -0.488355 4.470112 -1.3 1.8 -0.8
C 1.480117 0.192898 3.535255 1.1 -0.6 0.2
C 1.481918 -1.087285 4.165240 1.2 0.5 -0.4
C 2.440906 -1.347647 5.144804 0.1 0.3 0.0
C 3.400942 -0.377225 5.482251 -0.1 0.1 -0.2
C 3.493631 0.808177 4.735208 0.1 -0.3 0.0
C 2.574723 1.069299 3.720882 -0.5 -0.6 0.3
H 0.402305 1.792690 2.560725 -0.1 -0.4 0.5
H 0.811291 -1.871286 3.829437 0.0 0.4 0.3
H 2.391626 -2.291301 5.696359 0.2 0.3 -0.3
H 4.090042 -0.549785 6.315680 -0.3 0.0 -0.4
H 4.257983 1.547816 4.971385 -0.1 -0.2 -0.1
H 2.595741 1.978559 3.113769 0.1 -0.1 0.5
C -5.931842 -0.074161 1.759614 -0.1 0.0 0.1
N -4.636418 -0.140621 1.095613 0.6 -0.2 0.2
C -3.462308 0.170664 1.719130 0.2 0.2 -1.5
C -2.395492 0.136783 0.786407 -1.7 -0.7 0.8
C -1.083138 0.634768 1.014495 1.1 1.0 -0.2
C 0.006049 0.327741 0.113268 0.3 -0.3 -0.2
C 0.111246 -0.908289 -0.570852 0.0 0.4 -0.2
C 0.974840 -1.082785 -1.648031 0.3 1.0 0.5
C 1.848384 -0.011091 -2.008108 -0.8 0.3 0.3
N 2.670449 -0.113657 -3.095603 0.3 0.0 -0.7
C 2.919219 -1.394653 -3.722829 0.0 -0.3 0.2
C 1.640308 -2.203243 -3.827359 -0.1 0.0 -0.1
C 0.934970 -2.326827 -2.476390 0.0 -0.8 0.1
C 3.682506 0.889767 -3.376919 0.0 0.0 0.3
C 3.145732 2.285554 -3.136170 -0.2 0.1 0.0
C 2.548570 2.424209 -1.737475 0.6 0.6 0.1
C 1.783605 1.220861 -1.296333 -0.3 -0.7 0.3
C 0.951902 1.324866 -0.198424 -0.6 -0.2 -0.4
C -3.007983 -0.230437 -0.503299 -0.5 0.1 0.6
C -2.584485 -0.188836 -1.829894 -0.2 -0.3 -0.7
C -3.494546 -0.505438 -2.850827 0.3 0.3 0.4
C -4.851533 -0.722851 -2.575274 -0.2 -0.1 0.6
C -5.337756 -0.634238 -1.260425 0.4 -0.3 -0.6
C -4.400477 -0.418451 -0.257270 0.3 0.7 0.5
H -6.681411 -0.565892 1.133526 0.2 0.0 0.2
H -5.870894 -0.575227 2.736132 -0.1 0.1 -0.4
H -6.259085 0.964298 1.939108 0.3 -0.3 -0.2
H -3.468856 0.453392 2.764392 0.3 -0.1 -0.1
H -1.092631 1.624846 1.478256 0.0 -0.5 -0.3
H -0.540550 -1.735815 -0.282475 0.0 0.3 -0.2
H 3.332218 -1.201890 -4.721501 -0.1 -0.1 0.2
H 3.675443 -1.967723 -3.153667 -0.1 0.1 -0.1
H 0.964753 -1.727869 -4.548386 0.1 0.0 0.1
H 1.884744 -3.194204 -4.214580 -0.1 0.0 0.0
H 1.371229 -3.157389 -1.901578 0.0 0.1 -0.1
H -0.112052 -2.602117 -2.653683 0.1 0.0 0.1
H 4.576374 0.719598 -2.748359 -0.1 0.0 -0.1
H 3.979567 0.773922 -4.427098 0.0 0.0 0.3
H 3.953907 3.006698 -3.266285 -0.1 0.0 -0.1
H 2.372090 2.515297 -3.878368 0.1 -0.1 0.0
H 3.342413 2.632712 -1.002213 -0.1 0.0 -0.2
H 1.886627 3.302787 -1.727258 0.2 -0.2 0.1
H 0.943187 2.249369 0.376247 -0.1 0.0 -0.2
H -1.570845 0.122936 -2.075224 -0.2 -0.3 0.0
H -3.138158 -0.554095 -3.880926 -0.1 0.1 0.3
H -5.534585 -0.949816 -3.390449 0.1 0.1 0.2
H -6.392590 -0.744801 -1.012678 0.2 0.0 -0.3

---

Results for E_LUMO: 2.25, -1.01 (in eV, following the order of the records).
Results for E_tot: -63478.6900, -39103.8819 (in eV, following the order of the records).
Results for largest force on an atom: 2.38, 2.38 (in eV/A, following the order of the records).